9
Properties=species:S:1:pos:R:3 method="wB97M-V/def2-TZVPD" total_charge=0 gap_ev=9.7 de_lowest_kcal_mol=54.61 homo_ev=-9.60
O -1.92212 -0.38615 0.13893
C -0.63832 -0.01850 0.04004
N 0.26470 -0.87085 -0.41745
C 1.48553 -0.36357 -0.27986
N 1.52529 0.89965 -0.03075
N -0.22624 1.16951 0.36468
H -1.97870 -1.30419 -0.16716
H 2.36819 -0.96756 -0.42136
H -0.87833 1.84165 0.77293